# 1
66
Properties=species:S:1:pos:R:3:mulliken_charge:R:1 method="wB97M-V/def2-TZVPD" relative_energy_ev=2.336 homo_ev="-7.950 / -7.998" max_force_ev_per_a=0.9 orbital_gap_ha="0.24383 / 0.26926"
Sr -0.732 -0.052 -0.258 1.065
C 0.205 3.942 1.630 -1.021
C 0.841 2.759 2.313 0.265
O 1.995 2.758 2.707 -0.644
N 0.049 1.656 2.453 0.210
C 0.493 0.577 3.317 -0.177
C -0.596 -0.447 3.491 0.308
C -0.714 -1.166 4.674 -0.982
C -1.757 -2.064 4.810 -0.318
C -2.670 -2.192 3.774 -1.027
C -2.474 -1.441 2.630 -0.666
N -1.440 -0.610 2.470 0.483
H -0.594 3.649 0.948 0.216
H 0.976 4.504 1.108 0.286
H -0.229 4.588 2.396 0.387
H -0.936 1.721 2.212 0.259
H 0.792 0.973 4.291 0.387
H 1.382 0.103 2.891 -0.054
H -0.004 -1.004 5.473 0.434
H -1.870 -2.638 5.720 0.415
H -3.525 -2.849 3.849 0.437
H -3.177 -1.490 1.809 0.912
Br -2.903 1.827 0.231 -0.566
C -3.227 -0.204 -1.891 -0.344
C -3.916 0.438 -2.854 -1.095
C -4.843 -0.313 -3.620 -0.532
C -5.058 -1.631 -3.339 -0.921
C -4.362 -2.289 -2.295 1.042
C -4.593 -3.655 -1.988 -0.900
C -3.927 -4.289 -0.981 -0.519
C -2.965 -3.582 -0.212 -1.232
C -2.765 -2.292 -0.528 -0.518
C -3.407 -1.546 -1.522 2.771
H -3.776 1.497 -3.031 0.474
H -5.393 0.172 -4.416 0.393
H -5.782 -2.202 -3.908 0.363
H -5.320 -4.193 -2.583 0.365
H -4.119 -5.332 -0.765 0.398
H -2.410 -4.078 0.575 0.524
C 0.636 -1.082 -3.185 -0.879
O 0.319 -1.133 -1.837 -0.814
H 1.186 -0.161 -3.451 0.192
H -0.260 -1.093 -3.826 0.256
H 1.267 -1.923 -3.511 0.273
C 5.339 1.580 0.611 -1.114
C 4.172 0.884 1.305 -0.595
Sb 2.561 0.036 0.146 0.465
C 1.592 1.804 -0.719 -0.300
C 2.415 2.984 -1.230 -1.551
C 3.719 -0.738 -1.489 -0.875
C 4.203 0.241 -2.553 -1.043
H 6.058 1.939 1.351 0.390
H 5.028 2.439 0.021 0.208
H 5.871 0.898 -0.054 0.268
H 3.704 1.530 2.049 0.290
H 4.550 0.009 1.842 0.496
H 0.896 2.167 0.044 -0.100
H 1.003 1.414 -1.558 0.737
H 3.100 3.354 -0.469 0.313
H 1.756 3.813 -1.501 0.402
H 2.994 2.720 -2.113 0.292
H 3.088 -1.509 -1.929 0.444
H 4.565 -1.241 -1.014 0.522
H 4.713 1.103 -2.123 0.222
H 3.371 0.610 -3.154 0.218
H 4.903 -0.249 -3.234 0.404

# 2
50
Properties=species:S:1:pos:R:3:mulliken_charge:R:1 method="wB97M-V/def2-TZVPD" relative_energy_ev=1.862 homo_ev=-1.838 max_force_ev_per_a=3.0 orbital_gap_ha=0.15422 total_charge=-1
C -0.145 -1.002 -1.486 -0.407
O 0.700 -0.709 -2.540 -0.893
H -0.930 -0.250 -1.407 0.106
H -0.671 -1.940 -1.664 0.203
H 0.273 -1.159 -0.492 0.011
C -2.665 4.198 1.698 -1.002
C -2.815 4.236 3.192 -0.180
O -4.084 4.600 3.517 -0.508
H -2.777 5.228 1.360 0.267
H -3.333 3.511 1.180 0.302
H -1.664 3.853 1.439 0.302
H -2.116 4.952 3.625 0.296
H -2.672 3.238 3.607 0.214
H -4.042 5.165 4.292 0.307
C -1.599 -2.911 3.996 -0.885
C -0.568 -3.983 3.623 -0.201
O -0.314 -4.813 4.722 -0.511
H -1.984 -2.393 3.118 0.316
H -1.160 -2.152 4.642 0.240
H -2.447 -3.354 4.519 0.298
H 0.326 -3.367 3.523 0.146
H -0.779 -4.612 2.759 0.301
H -1.125 -5.311 4.848 0.292
C -2.507 5.372 -4.188 -0.916
C -1.465 4.184 -4.119 -0.262
O -0.230 4.783 -4.566 -0.522
H -2.568 5.776 -5.198 0.346
H -2.317 6.019 -3.331 0.235
H -3.511 5.022 -3.951 0.306
H -1.621 3.410 -4.870 0.240
H -1.342 3.760 -3.122 0.292
H -0.331 5.111 -5.463 0.280
C 2.936 -6.778 -3.186 -0.918
C 2.355 -5.931 -4.311 -0.278
O 3.065 -4.733 -4.448 -0.538
H 2.778 -6.283 -2.228 0.250
H 3.985 -7.066 -3.262 0.291
H 2.390 -7.721 -3.139 0.310
H 1.344 -5.662 -4.003 0.260
H 2.261 -6.477 -5.250 0.266
H 2.524 -4.052 -4.041 0.350
C 3.226 0.280 2.634 -0.801
C 2.880 1.641 2.136 -0.396
O 3.800 2.032 1.160 -0.499
H 4.180 0.384 3.152 0.286
H 2.967 -0.524 1.945 0.273
H 2.550 0.053 3.458 0.275
H 2.751 2.444 2.862 0.300
H 1.955 1.588 1.562 0.269
H 4.536 2.341 1.693 0.287

# 3
9
Properties=species:S:1:pos:R:3:mulliken_charge:R:1 method="wB97M-V/def2-TZVPD" relative_energy_ev=2.587 homo_ev=-9.613 max_force_ev_per_a=5.0 orbital_gap_ha=0.32867
N 0.465 -0.902 -0.036 -0.327
O -0.802 1.349 0.088 -0.526
Si 1.352 0.513 0.043 0.568
Si -1.346 -0.068 0.002 0.412
H 0.949 -1.821 -0.058 0.254
H 1.864 1.375 1.117 -0.064
H 1.524 0.805 -1.298 -0.077
H -1.863 -0.686 -1.138 -0.130
H -2.144 -0.567 1.279 -0.108